{
  "formula": "C78H176N8O14",
  "method": "ωB97M-V/def2-TZVPD",
  "species": ["O", "O", "O", "O", "O", "O", "O", "O", "O", "O", "O", "O", "O", "O", "N", "N", "N", "N", "N", "N", "N", "N", "C", "C", "C", "C", "C", "C", "C", "C", "C", "C", "C", "C", "C", "C", "C", "C", "C", "C", "C", "C", "C", "C", "C", "C", "C", "C", "C", "C", "C", "C", "C", "C", "C", "C", "C", "C", "C", "C", "C", "C", "C", "C", "C", "C", "C", "C", "C", "C", "C", "C", "C", "C", "C", "C", "C", "C", "C", "C", "C", "C", "C", "C", "C", "C", "C", "C", "C", "C", "C", "C", "C", "C", "C", "C", "C", "C", "C", "C", "H", "H", "H", "H", "H", "H", "H", "H", "H", "H", "H", "H", "H", "H", "H", "H", "H", "H", "H", "H", "H", "H", "H", "H", "H", "H", "H", "H", "H", "H", "H", "H", "H", "H", "H", "H", "H", "H", "H", "H", "H", "H", "H", "H", "H", "H", "H", "H", "H", "H", "H", "H", "H", "H", "H", "H", "H", "H", "H", "H", "H", "H", "H", "H", "H", "H", "H", "H", "H", "H", "H", "H", "H", "H", "H", "H", "H", "H", "H", "H", "H", "H", "H", "H", "H", "H", "H", "H", "H", "H", "H", "H", "H", "H", "H", "H", "H", "H", "H", "H", "H", "H", "H", "H", "H", "H", "H", "H", "H", "H", "H", "H", "H", "H", "H", "H", "H", "H", "H", "H", "H", "H", "H", "H", "H", "H", "H", "H", "H", "H", "H", "H", "H", "H", "H", "H", "H", "H", "H", "H", "H", "H", "H", "H", "H", "H", "H", "H", "H", "H", "H", "H", "H", "H", "H", "H", "H", "H", "H", "H", "H", "H", "H", "H", "H", "H", "H", "H", "H", "H", "H", "H", "H", "H", "H", "H"],
  "positions_angstrom": [[-4.076961, 5.071009, 2.781010], [0.735288, 0.991117, -4.635720], [-6.562611, -1.498415, 0.524353], [-0.422256, -1.302740, 7.685596], [1.133282, 1.769309, -1.366446], [0.039314, -8.062186, -0.112498], [-2.992109, -3.455152, -1.326296], [1.657344, 6.926126, -1.585390], [-6.520403, 2.578449, -1.096813], [-6.327732, 8.626564, 1.380611], [5.622576, -6.412405, -4.297259], [1.117630, 4.595490, -0.075628], [1.206984, -7.374858, 2.746011], [6.558881, -0.638996, -3.003349], [0.398644, -6.348060, 3.173739], [1.439161, 7.153472, -2.892924], [0.510834, -0.273073, 7.803845], [-0.299607, 0.241700, -5.168491], [0.334907, 1.085348, -0.461806], [-6.002611, 5.624698, 0.671192], [-2.017385, -5.766737, 0.801804], [5.252321, -5.540710, -3.308441], [1.164780, -5.074995, 3.312050], [3.550136, -4.424561, -1.994661], [0.988219, -0.011174, 0.291445], [-1.614458, 2.486493, -1.093760], [1.816823, -4.701487, 1.887999], [-2.336035, -4.320950, 0.757700], [-1.483919, -5.483410, 4.394256], [-0.719615, -4.155448, 4.678056], [-7.515523, -1.930185, 2.636640], [-6.739850, 6.260306, 1.735486], [1.559881, 6.144308, 1.655262], [-0.981138, -1.871166, -6.273365], [2.166455, -1.841415, 8.566199], [-1.893279, -1.075590, -7.269082], [3.299772, 4.463593, 0.804272], [1.299015, -0.966763, -6.879128], [-0.565118, 1.862215, -7.087317], [-5.770700, 1.785530, -1.936265], [1.814697, 4.709517, 1.079709], [2.049590, -1.380898, 6.070632], [2.237990, -5.063487, 4.405285], [3.278127, 5.716336, -3.701062], [7.028051, -6.295674, -1.625227], [-5.921801, 3.859693, -0.962424], [2.708832, 7.155135, -3.650793], [-1.605152, -6.291731, -0.480485], [-2.428285, 0.133711, -6.549381], [6.429618, -5.134128, -2.399637], [-5.426484, -0.431501, 2.590120], [-0.295788, 0.876098, 5.689759], [1.850956, -0.748805, 7.464353], [-2.508835, 5.595662, 0.965929], [-5.416186, 9.748248, 1.464953], [0.736988, -1.871595, -4.546468], [-0.144561, 7.365587, -4.808202], [-6.676526, -0.911112, 1.817350], [0.066246, -7.103779, 5.593943], [3.021208, -5.347958, -4.261742], [-6.763344, 4.456890, 0.110887], [4.298793, -0.126993, -2.749167], [-3.912464, -2.973510, -2.296279], [1.002321, 7.176752, -5.787597], [0.201826, -1.052537, -5.710580], [-1.519874, -7.822453, 3.653926], [-0.058942, 5.250106, -3.491040], [0.054850, 0.959790, 7.243867], [-1.704607, 4.805097, 3.237659], [4.566050, -4.364009, -0.829792], [1.354930, -1.261785, -0.506043], [7.640144, -4.591852, -3.275694], [-1.346631, -0.638206, 1.176879], [-1.110621, 1.055201, -0.805257], [0.102862, 6.805560, -3.387128], [0.278917, -3.851011, 3.493793], [2.326983, 0.461157, 0.935691], [-6.054231, 7.564978, 2.286301], [-1.964684, 2.078193, -5.137761], [-3.541612, -3.910445, -0.048497], [-1.179785, 1.392638, 7.936483], [-1.279480, -7.772342, -0.562512], [2.950820, 0.353533, 7.779697], [2.329111, 7.689149, -5.135862], [-2.843043, 4.685019, 2.163478], [0.136879, -0.491101, 1.483139], [-1.075980, 7.419373, -2.468437], [6.005072, 0.500182, -1.008718], [-1.489607, 0.086365, -1.914276], [1.132475, 2.118752, 7.587530], [5.950740, -4.038839, -1.399282], [3.845395, -5.602126, -2.979426], [-1.256337, 1.061539, -6.013648], [5.697335, 0.391709, -2.519077], [3.657336, 8.138528, -3.000927], [-0.585532, -6.685663, 4.185804], [-1.837735, 0.720416, 0.581001], [0.519514, -9.384916, -0.017716], [2.500716, 1.709565, 7.126802], [3.455980, -6.895508, -2.330432], [-6.918095, -2.803374, 2.898780], [-1.535954, -1.491559, 0.525695], [-0.878549, -0.025424, 5.500679], [2.545222, -4.526541, -1.584979], [7.032168, 0.865100, -1.012030], [-1.147901, 6.887948, -1.519488], [2.398734, 1.703191, 6.041594], [-2.923318, 0.729471, 0.483328], [-4.841267, 1.582415, -1.404283], [-2.089003, 4.404812, 4.175803], [-1.459436, -3.360803, 4.581630], [8.599583, -4.510268, -2.764888], [5.877433, -5.867506, -5.045419], [1.409007, 4.011627, 1.812141], [-2.123273, -5.362204, 3.519821], [-7.422794, -1.784245, 0.208157], [4.539699, 8.357048, -3.602405], [0.524795, -6.266766, 6.120505], [-6.345265, 0.866143, -2.048978], [1.088443, -4.774710, 1.080406], [7.315416, -3.672489, -3.762962], [0.226487, -10.009119, -0.861877], [1.173649, 2.648978, -0.984149], [1.208116, 6.159947, -6.122060], [0.024845, -9.817575, 0.851891], [3.191820, 9.088775, -2.739341], [-0.855218, 1.723254, 5.292929], [3.925334, 4.742681, 1.652150], [4.114062, 7.769654, -2.082537], [-0.099285, -2.054312, -3.871663], [-2.417336, -7.812765, 4.272443], [-1.233882, 2.734781, -4.665609], [-2.413624, -6.119335, -1.190945], [-5.870667, 6.275945, -0.089445], [3.893665, 0.097351, 7.296468], [1.841276, -1.912213, -6.866233], [-5.506885, 2.367893, -2.819074], [1.180936, -2.825852, -4.830016], [0.174600, 0.249503, 2.281992], [6.610949, -3.994098, -0.533128], [-0.102833, 1.165165, -7.786247], [1.546703, -2.707902, 8.335557], [-1.003414, 4.996695, -3.972550], [4.335948, 5.708930, -3.963864], [-1.212243, 3.133686, -0.314356], [-1.865847, -0.818974, 2.118081], [-3.085278, 0.686796, -7.220616], [3.413438, 3.407772, 0.558474], [-1.232332, 2.452616, -7.715295], [4.284576, -7.266148, -1.726987], [3.021919, -4.340789, 4.178872], [-0.216509, -4.082630, 5.642262], [3.353571, -4.483320, -4.836228], [-1.470690, -0.946720, -1.567170], [2.689454, -0.280435, 1.647556], [-1.681542, -7.772975, 2.577111], [-7.802761, -1.522195, 3.605729], [-2.776955, 2.645021, -5.592740], [3.526208, -3.486005, -2.548425], [-4.894344, 3.765874, -0.610819], [-5.293817, 10.188910, 2.454369], [-0.972987, 8.476533, -2.223665], [-0.611329, -1.466762, 8.612389], [0.471560, -1.808069, -0.836707], [2.181814, 1.363942, 1.528992], [1.413467, -2.230556, 5.822584], [3.158780, -7.665237, -3.042679], [3.509773, 0.531397, -2.385748], [-1.425329, 2.427449, 7.697792], [-4.646798, -1.159799, 2.367020], [7.778826, -5.974807, -0.903088], [2.148863, 6.921649, 1.168490], [-1.352336, -5.964658, 1.535726], [0.728732, -0.926966, -7.807196], [-1.043802, -8.769268, 3.908895], [-2.127456, -5.660311, 5.256036], [3.163976, 2.542354, 7.360589], [2.016889, -1.871363, 0.109041], [-0.403553, 8.424221, -4.790241], [-0.758310, 4.280903, 3.104068], [-4.134562, -3.104101, 0.383149], [1.903758, -1.479308, 9.560175], [-5.922689, 4.380077, -1.920177], [4.665161, -5.225484, -0.169370], [3.058234, 0.745813, 0.179158], [3.061378, -1.784554, 6.108644], [-3.142865, 5.620733, 0.079665], [-7.228622, 0.010891, 1.635161], [-0.570161, -2.707675, -6.838568], [-1.599471, 1.499576, 1.305029], [7.775743, -5.313106, -4.081607], [-6.523537, 7.801452, 3.241266], [-2.030905, 7.192688, -2.942610], [0.474085, -1.462434, 1.844941], [-0.734556, -7.497216, 6.220050], [0.728624, 7.754531, -6.670405], [-2.536226, 1.571613, -4.360066], [-2.329309, 6.608338, 1.326992], [-4.522115, 9.520388, 0.884589], [3.124016, -6.209371, -4.921665], [-6.872579, 5.580328, 2.576990], [2.426299, 8.770288, -5.234829], [-2.698406, 2.377139, -1.059091], [-2.044300, 0.762654, 7.727109], [1.109350, 2.113462, 8.677274], [0.777639, 3.094411, 7.255446], [7.202162, -0.265341, -3.610124], [-1.306667, -0.837492, -8.156389], [-1.161055, 2.897397, -1.995797], [-1.484114, -3.743981, 0.397926], [-8.406526, -2.225095, 2.082352], [1.864797, -4.850868, 5.407094], [-3.041662, -0.215146, -5.718617], [3.144170, 0.490507, 8.843631], [6.299779, -6.832597, -1.017425], [2.647028, -6.072684, 4.453479], [0.052991, 4.824986, -2.493617], [1.950737, -0.103256, -6.746049], [2.788748, 5.115066, -4.467282], [-1.562053, -2.184242, -5.405832], [-4.643158, 5.402647, 2.080267], [1.958670, -5.302716, -4.022881], [3.061524, 7.234277, -5.802761], [0.511590, 6.438654, 1.604787], [0.627595, 0.787073, -3.703863], [-1.994414, -8.207821, 0.135566], [0.590922, 0.694784, 5.082323], [5.935159, -3.036323, -1.826845], [2.226241, -3.694135, 1.812349], [4.019591, -0.237998, -3.796942], [1.679860, 7.823487, -1.245047], [0.957138, -3.018025, 3.678916], [0.663291, 4.671167, -4.066641], [1.570526, -1.394987, -4.030543], [5.366506, 1.229349, -0.510053], [-3.080031, 3.707180, 1.744240], [-1.549494, 5.158836, 0.688552], [4.337514, -3.515025, -0.185513], [-2.685898, -1.771347, -7.544379], [-3.407311, -2.964826, -3.262120], [7.357980, -6.982532, -2.404636], [-4.219527, -1.965088, -2.018962], [-0.318206, -3.597785, 2.617776], [1.909582, -0.969982, -1.397831], [-7.700683, 6.517676, 1.289777], [-0.767010, 0.130671, -2.729120], [-0.971522, 6.826785, -5.270741], [3.366905, 5.238945, -2.725199], [1.933836, -0.709818, 5.219548], [-4.172271, -4.749341, -0.342839], [3.668628, 4.917807, -0.115367], [2.561270, -6.753706, -1.724237], [-2.462476, 0.462188, -2.231121], [-2.578349, -4.099371, 1.797067], [4.199622, -1.101869, -2.271807], [2.668706, -5.359965, 1.718278], [-7.625849, 4.927482, -0.361039], [0.826279, -7.878280, 5.491052], [-5.080620, 0.578533, 2.370356], [-1.119848, 1.268805, 9.017765], [5.845731, -0.465334, -0.528627], [1.474090, 5.295896, -0.626963], [0.954594, -7.513768, 1.830254], [-6.885931, 3.667081, 0.852015], [-5.845873, 10.556088, 0.872629], [1.583039, -9.456721, 0.210001], [-5.564418, -0.342036, 3.667647], [0.218558, 2.550648, -6.771036], [5.953253, 1.337816, -2.996034], [-1.430762, 5.847972, 3.397384], [-4.813191, -3.566004, -2.456717], [-1.461693, -8.246488, -1.526926], [1.783564, 6.239952, 2.717760], [-0.730286, -5.812314, -0.919637], [3.196305, -2.193238, 8.627212], [-4.974253, 7.455497, 2.385100]],
  "atomic_forces_ev_per_a": [[0.7, 0.1, 1.0], [0.5, 0.4, -0.1], [2.1, 0.0, -0.5], [-0.4, -0.3, -0.2], [0.4, -0.7, -0.8], [1.4, 1.5, -0.2], [-0.1, -0.2, 0.0], [0.0, -0.5, 2.2], [-0.5, 0.9, 0.1], [0.5, 0.8, 0.0], [-0.7, 0.3, 0.8], [-1.4, -1.1, -1.9], [0.9, -1.0, 0.5], [0.6, -0.3, -0.6], [-0.9, 2.8, -0.7], [-0.5, 1.9, -2.9], [1.8, 0.8, 0.5], [-2.0, -1.4, -1.4], [-1.1, -0.5, 2.1], [0.5, -1.3, 0.3], [-0.6, 0.1, -0.7], [2.1, -1.0, 0.6], [0.5, 1.2, -2.1], [0.5, -0.5, 0.8], [0.9, -0.1, 0.5], [1.3, -0.7, 0.1], [0.4, -1.3, 0.9], [-0.2, -1.1, 1.1], [0.9, 1.2, 0.7], [-0.1, 0.7, -1.9], [0.6, 0.9, 0.5], [0.3, 1.5, 0.1], [0.1, -0.2, 0.6], [-0.2, 1.3, -0.7], [-0.7, -0.2, -0.8], [0.8, -1.1, 1.2], [-0.1, -0.8, 0.2], [-1.4, 0.0, 1.2], [0.6, -0.6, -1.6], [0.4, -0.4, 0.4], [1.1, 2.1, 2.1], [0.3, 0.0, 0.1], [0.1, -0.8, -0.1], [1.1, 0.5, -0.4], [-1.3, -1.4, -0.3], [-0.5, -1.3, 0.4], [-2.0, -0.3, -1.6], [0.5, -0.2, -1.0], [1.2, 0.2, -0.3], [1.1, 2.5, 0.6], [0.4, -0.8, -1.0], [0.7, -0.6, 0.6], [1.5, -0.8, 1.8], [1.1, -0.5, 0.7], [-1.1, -0.3, -1.2], [0.4, 0.1, 0.4], [0.3, -0.5, -0.3], [-2.1, 0.3, 1.0], [-0.7, 0.1, -1.0], [0.4, -1.0, -0.4], [1.5, 2.6, -0.1], [-0.8, 0.6, -0.5], [0.2, 0.2, 0.3], [0.9, 0.7, 1.4], [0.6, 0.0, -1.3], [1.4, -0.2, 1.2], [-0.1, 0.2, 0.5], [0.3, 2.0, -1.9], [-0.9, -0.5, 0.0], [0.4, 1.0, -0.7], [0.0, 0.3, -0.8], [-2.0, -0.6, -0.9], [-0.2, 1.2, -0.3], [0.3, 0.2, 2.1], [-0.7, -0.6, -0.4], [-1.3, -1.2, 1.9], [-0.7, 0.9, -0.3], [-0.9, -0.5, -0.9], [-0.3, -0.2, 1.5], [0.4, 0.1, -2.4], [-1.7, -0.2, 1.0], [-0.7, -0.9, 1.5], [-1.5, 1.2, -2.1], [0.4, -1.2, -0.2], [-0.6, 1.1, -0.4], [-1.1, 0.5, -0.3], [1.2, -1.5, -0.2], [-0.2, 0.7, -1.1], [0.3, 0.5, 0.4], [-1.3, -2.3, 0.6], [-0.6, -0.5, -0.1], [-1.5, 2.5, 0.1], [-1.0, 0.1, 0.5], [-0.3, -0.7, 1.2], [0.9, 0.2, 0.5], [0.3, -1.1, 1.1], [0.8, -1.4, -0.7], [-1.6, -0.5, 0.8], [0.0, 0.4, 0.3], [0.0, -1.4, 0.2], [0.1, -0.2, -0.4], [-0.2, 0.1, -0.2], [-0.3, 0.0, 0.3], [-0.1, -0.3, -0.2], [0.1, -0.3, 0.8], [0.3, -0.1, 0.2], [0.6, -0.6, -0.2], [-0.1, -0.1, -0.4], [0.5, -0.5, -0.2], [-0.2, 0.2, 0.1], [-0.1, 0.2, 0.7], [-0.5, 0.1, 0.4], [0.4, 0.2, -0.6], [0.1, -0.3, -0.1], [0.0, 0.1, 0.0], [-0.1, 0.2, 0.3], [-0.2, 0.0, -0.5], [-0.2, 0.0, -0.1], [0.3, 0.0, -0.6], [-0.1, -0.3, 0.0], [0.4, 0.3, 0.3], [0.3, 0.1, -0.3], [0.2, 0.7, 0.1], [-0.5, -0.2, 0.2], [-0.1, -0.4, 0.2], [-0.2, 0.0, -0.3], [0.1, 0.1, 0.2], [0.1, -0.1, -0.1], [-0.3, -0.3, 0.2], [0.2, 0.0, 0.3], [-0.3, 0.1, -0.5], [-0.2, 0.2, 0.0], [-0.1, 0.1, 0.0], [0.0, 0.3, 0.0], [0.0, -0.4, 0.1], [0.3, 0.1, -0.1], [-0.2, -0.5, -0.7], [-0.4, -0.2, -0.5], [0.4, 0.0, 0.2], [0.5, -0.1, -0.3], [0.3, 0.1, -0.2], [0.0, -0.2, 0.2], [-0.3, 0.0, 0.5], [0.2, 0.4, -0.5], [-0.4, 0.0, 0.3], [-0.1, -0.1, 0.0], [0.1, 0.4, 0.1], [0.2, -0.3, 0.4], [-0.4, 0.0, 0.3], [-0.3, -0.2, 0.2], [0.0, 0.0, 0.0], [-0.2, -0.2, 0.0], [-0.2, 0.3, 0.3], [-0.5, 0.0, 0.0], [0.2, -0.2, -0.3], [-0.3, 0.2, 0.2], [-0.3, 0.2, -0.1], [0.5, 0.2, -0.8], [0.3, 0.1, 0.0], [0.3, -0.1, 0.0], [0.4, -0.6, 0.2], [0.1, 0.0, -0.5], [-0.3, -0.3, 0.0], [0.0, -0.2, 0.1], [-0.3, 0.2, 0.0], [-0.3, 0.0, 0.6], [0.4, 0.0, -0.2], [0.1, 0.1, 0.5], [-0.1, 0.0, 0.0], [0.4, 0.1, 0.3], [0.2, 0.2, -0.6], [0.1, -0.1, -0.3], [0.4, 0.2, 0.1], [0.5, 0.3, -0.2], [0.1, -0.2, -0.4], [-0.1, -0.2, -0.1], [0.5, -0.2, 0.0], [-0.2, -0.3, 0.0], [0.0, 0.1, 0.2], [-0.1, -0.2, -0.8], [0.0, 0.0, 0.2], [-0.1, 0.2, -0.1], [-0.1, 0.2, -0.1], [-0.6, -0.3, -0.3], [0.2, -0.4, 0.0], [0.2, 0.1, -0.4], [-0.3, -0.3, 0.4], [-0.6, 0.0, 0.4], [0.0, -0.3, 0.4], [0.2, 0.2, -0.1], [0.4, -0.1, 0.0], [0.2, 0.0, 0.3], [0.1, 0.3, -0.3], [0.5, 0.1, 0.1], [0.0, 0.0, 0.1], [0.5, 0.0, -0.2], [0.4, -0.2, 0.4], [-0.1, 0.1, -0.1], [0.6, -0.2, 0.7], [0.0, -0.1, -0.1], [0.0, -0.2, -0.1], [-0.1, 0.0, 0.4], [0.0, 0.7, -0.4], [-0.1, 0.0, -0.6], [0.0, 0.3, 0.2], [0.1, -0.2, -0.3], [0.0, 0.0, 0.0], [-0.2, 0.2, -0.1], [-0.6, -0.2, -0.4], [0.1, 0.3, 0.1], [0.0, -0.1, 0.1], [-0.2, 0.2, -0.2], [0.1, 0.2, 0.3], [-0.4, -0.1, 0.0], [-0.2, 0.0, 0.0], [0.4, 0.1, 0.0], [-0.5, -0.1, 0.2], [0.0, -0.1, -0.1], [-0.2, -0.2, 0.4], [-0.3, -0.3, -0.2], [-0.3, -0.2, -0.6], [0.1, 0.3, 0.2], [0.7, 0.4, 0.1], [-0.1, -0.3, -0.4], [0.4, 0.6, 0.5], [-0.2, -0.6, 0.1], [0.1, 0.5, 0.0], [0.1, -0.1, -0.4], [-0.2, 0.2, 0.6], [0.4, -0.2, -0.3], [0.0, -0.1, 0.8], [-0.2, 0.2, 0.3], [0.4, 0.7, -0.3], [-0.2, 0.4, 0.2], [0.0, 0.1, 0.0], [0.9, -0.6, 0.3], [0.3, 0.4, -0.6], [-0.4, -0.1, 0.1], [-0.1, 0.2, -0.3], [0.2, 0.2, 0.1], [0.6, -0.3, 0.5], [-0.1, 0.2, -0.1], [0.1, -0.2, -0.2], [0.1, 0.0, -0.1], [-0.6, 0.4, 0.7], [-0.3, 0.2, -0.1], [-0.5, 0.1, 0.5], [-0.9, -0.1, 0.1], [0.3, 0.2, 0.2], [-0.3, -0.2, 0.7], [-0.3, 0.7, 0.1], [0.2, 0.2, 0.2], [-0.1, -0.8, -0.5], [0.4, 0.4, 0.1], [0.0, 0.0, 0.1], [0.0, -0.3, -0.4], [-0.9, -0.9, 0.4], [-0.1, 0.0, -0.2], [0.0, -0.1, -0.8], [0.5, 0.4, 0.2], [0.4, 0.0, 0.0], [-0.3, 0.4, -0.8], [-0.2, 0.0, -0.4], [-0.6, 0.5, 0.1], [-0.5, -0.1, 0.0], [0.0, 0.6, -0.4], [-0.5, -0.7, 0.0], [-0.1, -0.2, 0.5], [-0.4, 0.0, -0.2], [-0.3, 0.1, -0.1], [-0.1, -0.4, 0.4], [0.1, 0.4, -0.3], [0.3, -0.3, 0.1], [0.3, 0.7, 0.0], [0.1, 0.3, -0.4], [0.0, -0.3, 0.2]],
  "lowdin_charge": [-0.082, -0.015, -0.072, -0.003, -0.007, -0.233, -0.238, -0.030, -0.198, -0.206, 0.107, -0.063, 0.001, -0.077, -0.130, -0.155, -0.138, -0.103, -0.096, -0.093, -0.029, 0.102, -0.454, -0.098, -0.466, -0.015, -0.026, -0.196, -0.134, -0.130, -0.055, -0.200, -0.038, -0.131, -0.041, -0.175, -0.031, -0.007, -0.035, -0.121, -0.499, -0.023, -0.024, -0.023, -0.015, -0.230, -0.452, -0.214, -0.124, -0.394, -0.038, -0.009, -0.457, -0.069, -0.089, -0.047, -0.159, -0.462, -0.004, -0.001, -0.154, -0.061, -0.106, -0.177, -0.478, -0.012, -0.023, -0.499, -0.032, -0.155, -0.027, 0.010, -0.163, -0.455, -0.425, -0.150, -0.024, -0.191, -0.051, -0.162, -0.071, -0.200, -0.092, -0.091, -0.436, -0.142, -0.002, -0.042, 0.002, -0.126, -0.122, -0.482, -0.465, -0.465, -0.047, -0.485, -0.095, -0.102, -0.190, 0.017, 0.079, 0.079, 0.074, 0.122, 0.080, 0.054, 0.100, 0.103, 0.065, 0.068, 0.103, 0.107, 0.149, 0.127, 0.098, 0.081, 0.089, 0.056, 0.098, 0.070, 0.086, 0.088, 0.067, 0.101, 0.087, 0.090, 0.074, 0.086, 0.079, 0.081, 0.086, 0.064, 0.119, 0.119, 0.110, 0.066, 0.089, 0.065, 0.114, 0.131, 0.065, 0.068, 0.074, 0.077, 0.068, 0.104, 0.121, 0.057, 0.091, 0.088, 0.085, 0.093, 0.094, 0.065, 0.083, 0.062, 0.074, 0.093, 0.114, 0.111, 0.088, 0.080, 0.111, 0.076, 0.074, 0.056, 0.103, 0.070, 0.091, 0.065, 0.112, 0.069, 0.061, 0.056, 0.077, 0.123, 0.106, 0.065, 0.120, 0.058, 0.110, 0.083, 0.130, 0.113, 0.056, 0.084, 0.065, 0.123, 0.118, 0.108, 0.073, 0.121, 0.079, 0.096, 0.078, 0.110, 0.066, 0.080, 0.082, 0.086, 0.123, 0.110, 0.066, 0.083, 0.114, 0.118, 0.089, 0.099, 0.067, 0.101, 0.073, 0.063, 0.116, 0.114, 0.081, 0.085, 0.061, 0.077, 0.071, 0.105, 0.003, 0.107, 0.102, 0.062, 0.058, 0.118, 0.038, 0.103, 0.063, 0.078, 0.119, 0.099, 0.069, 0.067, 0.066, 0.117, 0.048, 0.112, 0.110, 0.075, 0.097, 0.078, 0.090, 0.057, 0.116, 0.055, 0.113, 0.070, 0.062, 0.124, 0.073, 0.104, 0.078, 0.106, 0.058, 0.065, 0.127, 0.078, 0.066, 0.091, 0.074, 0.050, 0.067, 0.137, 0.079, 0.089, 0.080, 0.086, 0.142, 0.075, 0.084, 0.124, 0.076, 0.111, 0.081, 0.107],
  "e_tot_ev": -124306.33341,
  "multiplicity": 2,
  "charge": 1,
  "homo_energy_ha": [-0.340, -0.340]
}